Version 1
Formula: C3H11NO3S
Source: the Open Molecules 2025 dataset
Level of theory: ωB97M-V/def2-TZVPD

Output
- multiplicity = 1
- HOMO energy (eV) = 0.00
- total charge = -2
- orbital gap (hartree) = 0.219

XYZ file:
```
19
Properties=species:S:1:pos:R:3:lowdin_charge:R:1
C -1.0662 -0.9356 0.3999 -0.34
C -2.6569 -0.7376 0.4499 -0.77
S -3.5366 -0.9192 2.0635 -0.05
N -0.5041 -0.8602 -0.9267 -0.11
C 0.8501 -0.4102 -1.4324 -0.41
O 1.3785 0.5363 -0.6492 -0.29
H -0.5844 -0.3075 1.1215 0.06
H -0.6902 -1.9512 0.7265 0.10
H -3.0762 -1.2932 -0.2822 -0.03
H -2.7968 0.3661 0.1502 0.05
H -1.2700 -0.2930 -1.5028 0.12
H 0.9211 0.1347 -2.4425 0.10
H 1.4850 -1.4552 -1.4280 0.11
H 3.4341 1.5499 0.6092 -0.01
H 2.7352 0.6327 -0.4246 -0.04
O 3.7047 0.8462 -0.0257 -0.23
H 0.9530 1.2431 0.4938 0.04
H -0.0402 1.8335 1.7938 -0.04
O 0.7598 2.0203 1.3057 -0.24
```

=====

Version 2
Formula: C3H11NO3S
Source: the Open Molecules 2025 dataset
Level of theory: ωB97M-V/def2-TZVPD

Output
- multiplicity = 1
- HOMO energy (eV) = -0.26
- total charge = -2
- orbital gap (hartree) = 0.222

XYZ file:
```
19
Properties=species:S:1:pos:R:3:lowdin_charge:R:1
C -2.4125 -0.7060 -0.0614 -0.36
C -3.1299 0.5746 0.3507 -0.79
S -4.9190 0.4914 -0.1098 -0.02
N -1.0617 -0.9970 0.4945 -0.08
C -0.0137 -0.0643 0.1021 -0.36
O 0.4330 -0.3276 -1.1989 -0.11
H -3.0246 -1.5717 0.2046 0.07
H -2.2519 -0.7670 -1.1385 0.09
H -2.6864 1.4282 -0.1632 0.02
H -2.9493 0.7466 1.4185 0.03
H -1.0632 -1.1771 1.4810 0.07
H 0.7835 -0.1919 0.8416 0.11
H -0.3755 0.9737 0.1481 0.10
H 4.4680 0.1344 -0.1481 -0.06
H 4.8827 0.6461 1.2925 -0.02
O 5.2697 0.3128 0.4809 -0.20
H 1.4036 -0.0526 -1.1928 0.03
H 3.4636 0.4854 -1.8137 -0.09
O 3.1834 0.0622 -0.9883 -0.43
```

=====

Version 3
Formula: C3H11NO3S
Source: the Open Molecules 2025 dataset
Level of theory: ωB97M-V/def2-TZVPD

Output
- multiplicity = 1
- HOMO energy (eV) = 0.17
- total charge = -2
- orbital gap (hartree) = 0.216

XYZ file:
```
19
Properties=species:S:1:pos:R:3:lowdin_charge:R:1
C -0.7775 -0.3306 0.7360 -0.34
C -2.1227 -1.0498 1.0381 -0.81
S -2.3631 -1.9202 2.6434 -0.08
N -0.8571 0.4261 -0.5149 -0.07
C 0.1829 0.1515 -1.5479 -0.44
O 1.0485 1.2019 -1.7486 -0.33
H -0.6878 0.3560 1.5920 0.09
H 0.0110 -1.0857 0.7248 0.09
H -2.1708 -1.8511 0.2830 0.01
H -2.9315 -0.3361 0.9033 0.01
H -0.7086 1.3910 -0.2919 0.07
H -0.3517 -0.0339 -2.4866 0.07
H 0.6905 -0.7871 -1.2396 0.10
H 3.7707 1.0755 -1.7850 -0.02
H 2.4909 0.6101 -2.4178 0.00
O 3.4916 0.6153 -2.5811 -0.16
H 2.6227 2.8490 -0.6095 -0.01
H 1.8811 1.5950 -0.4929 0.00
O 2.6218 2.1335 0.0245 -0.19
```

=====

Name the least stable of them. version 1.

=====

Version 1
Formula: C11H15NO3
Source: the Open Molecules 2025 dataset
Level of theory: ωB97M-V/def2-TZVPD

Output
- multiplicity = 1
- HOMO energy (eV) = -9.24
- total charge = 0
- structure (SMILES) = C=CC(=O)[C@]1(CCOCCO)C=CC=N1
- orbital gap (hartree) = 0.336

XYZ file:
```
30
Properties=species:S:1:pos:R:3:lowdin_charge:R:1
C -3.7947 -0.5474 -0.2776 -0.03
C -2.6644 -0.0979 -0.8498 -0.09
C -3.3749 -1.2802 0.9313 -0.10
C -0.3923 3.1493 0.0340 0.12
C -1.2519 2.1163 0.0201 -0.06
C -0.9663 0.9422 0.8054 -0.32
C -1.5281 -0.4624 0.0092 -0.44
C -0.3674 -1.0885 -0.6742 -0.07
C 0.7273 -1.6464 0.2919 -0.19
C 3.9187 -0.0065 -0.2608 -0.24
C 2.3990 0.0080 -0.1030 -0.17
N -2.0984 -1.1771 1.1375 0.13
O -0.2979 0.8149 1.7751 0.13
O 4.6790 -0.7005 0.6643 0.01
O 1.9908 -1.3512 -0.1825 -0.15
H -4.8543 -0.4128 -0.6486 0.12
H -2.6248 0.3916 -1.7463 0.09
H -4.1757 -1.6643 1.4444 0.08
H -0.5033 4.0032 -0.4636 0.03
H 0.4719 3.1583 0.5119 0.03
H -2.2495 1.9753 -0.5497 0.13
H -0.0832 -0.1832 -1.3518 0.15
H -0.8363 -1.6976 -1.4253 0.11
H 0.4327 -1.2651 1.2018 0.07
H 0.7832 -2.7823 0.4760 0.16
H 4.2477 0.9627 -0.2451 0.10
H 3.9166 -0.3904 -1.2174 0.10
H 1.8131 0.5116 -0.8331 0.10
H 2.1125 0.3294 0.9507 0.15
H 4.5707 -1.6089 0.5752 0.06
```

=====

Version 2
Formula: C11H15NO3
Source: the Open Molecules 2025 dataset
Level of theory: ωB97M-V/def2-TZVPD

Output
- multiplicity = 1
- HOMO energy (eV) = -8.62
- total charge = 0
- structure (SMILES) = CC/C=[N+](/[O-])O.CC(=O)c1ccccc1
- orbital gap (hartree) = 0.332

XYZ file:
```
30
Properties=species:S:1:pos:R:3:lowdin_charge:R:1
C -3.1804 -0.0776 -0.3960 -0.08
C -2.5050 0.6793 -1.3313 -0.06
C -2.7643 -0.2979 0.9283 -0.07
C -1.2262 1.1020 -1.0212 -0.04
C -1.6390 0.3806 1.3073 -0.02
C -0.8789 0.9542 0.2758 -0.21
C 0.1304 -2.4620 0.2110 -0.04
C 0.8761 2.8911 0.0987 0.00
C 1.4341 -1.5732 0.6118 -0.15
C 1.6392 -0.4649 -0.3659 -0.08
C 0.3809 1.6427 0.7676 -0.43
N 2.7674 0.1912 -0.4955 -0.31
O 3.0984 1.1243 -1.3098 -0.09
O 3.7900 -0.0776 0.3937 0.06
O 0.8700 1.2408 1.7942 0.06
H -4.1961 -0.5090 -0.7787 0.14
H -2.9379 0.8509 -2.2110 0.06
H -3.2449 -0.7403 1.7440 0.09
H -0.4599 1.7004 -1.5276 0.13
H -1.2252 0.4561 2.2808 0.11
H 0.1440 -3.2805 0.8995 0.05
H -0.8790 -2.0191 0.0812 0.07
H 0.4094 -3.0708 -0.6302 0.05
H 1.4890 2.5215 -0.7063 0.06
H 1.6483 3.4531 0.6785 0.11
H -0.0180 3.4660 -0.0350 0.09
H 1.2829 -0.9764 1.4614 0.07
H 2.4374 -2.0170 0.8288 0.13
H 0.9630 -0.2099 -1.2756 0.17
H 4.5755 0.4759 0.2167 0.14
```

=====

Name the least stable of them. version 2.

=====

Version 1
Formula: C4H14N3
Source: the Open Molecules 2025 dataset
Level of theory: ωB97M-V/def2-TZVPD

Output
- multiplicity = 2
- HOMO energy (spin up / spin down) (eV) = -3.62 / -9.31
- total charge = 0
- expectation value of S² = 0.75
- orbital gap (spin up / spin down) (hartree) = 0.168 / 0.371

XYZ file:
```
21
Properties=species:S:1:pos:R:3:mulliken_spin:R:1
N 0.5392 1.1604 2.5065 -0.04
C 1.2980 1.2931 1.3718 1.16
N 2.6735 1.1783 1.4591 0.00
N 0.7769 1.9639 0.2835 0.18
H 0.9916 0.9712 3.3855 -0.04
H -0.4560 1.2251 2.4838 -0.02
H 3.1200 0.7819 2.2628 -0.02
H 3.1613 1.1050 0.5891 0.00
H 1.2759 2.0058 -0.5848 -0.09
H -0.2139 1.9334 0.1487 -0.10
C -0.2754 -0.4026 -1.0000 0.01
C -0.9012 -1.6033 -1.6913 -0.01
C -2.3475 -1.8256 -1.2356 0.00
H -0.7881 0.4884 -1.3772 0.00
H 0.7886 -0.3023 -1.2039 -0.01
H -0.4001 -0.4714 0.0818 -0.02
H -0.2417 -2.4474 -1.4546 0.00
H -0.9102 -1.4081 -2.7690 0.00
H -2.8898 -2.5754 -1.8108 0.00
H -2.3035 -2.1879 -0.2037 0.00
H -2.8976 -0.8824 -1.2416 0.00
```

=====

Version 2
Formula: C4H14N3
Source: the Open Molecules 2025 dataset
Level of theory: ωB97M-V/def2-TZVPD

Output
- multiplicity = 2
- HOMO energy (spin up / spin down) (eV) = -3.78 / -8.87
- total charge = 0
- expectation value of S² = 0.75
- orbital gap (spin up / spin down) (hartree) = 0.176 / 0.358

XYZ file:
```
21
Properties=species:S:1:pos:R:3:mulliken_spin:R:1
C -2.4516 0.7239 1.1344 -0.01
C -1.4670 1.8199 1.0571 -0.02
H -3.0034 0.7939 2.0508 0.00
H -3.1922 0.7492 0.5313 0.00
H -1.8088 -0.1746 1.1837 0.00
H -2.0440 2.6415 1.4854 0.00
H -0.5580 1.4256 1.4396 0.03
H -1.1342 2.2294 0.0411 -0.01
C 1.7792 0.5359 -1.8601 0.04
C 0.6419 -0.7734 -0.0450 1.03
N 1.7387 -0.1783 -0.5937 -0.07
N 0.5883 -1.3014 1.1918 0.03
N -0.3737 -1.1264 -0.9812 0.00
H 2.5864 -0.0187 0.0467 -0.03
H 1.1820 -1.2034 1.9051 0.01
H -0.1698 -1.9084 1.5881 -0.01
H -0.8053 -0.3937 -1.6153 0.03
H -1.0647 -1.9100 -0.8340 -0.02
H 1.1767 -0.0591 -2.6702 0.02
H 2.8142 0.6071 -2.1709 -0.03
H 1.3324 1.6258 -2.0180 0.01
```

=====

Name the least stable of them. version 2.

=====

Version 1
Formula: C2H10O2S2
Source: the Open Molecules 2025 dataset
Level of theory: ωB97M-V/def2-TZVPD

Output
- multiplicity = 1
- HOMO energy (eV) = -8.39
- total charge = 0
- structure (SMILES) = CCSS.O.O
- orbital gap (hartree) = 0.333

XYZ file:
```
16
Properties=species:S:1:pos:R:3:lowdin_charge:R:1
C 0.3911 0.8052 1.2518 -0.20
C 1.6363 0.0409 0.8719 -0.60
S 2.4821 -0.7489 2.3369 0.36
S 4.1566 -1.4352 1.4932 0.28
H 0.2764 1.4157 2.1531 0.07
H -0.2866 0.0150 1.5897 0.07
H -0.0176 1.4831 0.4903 0.08
H 2.3267 0.7395 0.3176 0.08
H 1.3296 -0.7822 0.2200 0.07
H 4.5516 -0.2811 0.9353 -0.19
H -3.4215 2.1495 0.9776 0.02
H -4.1628 2.1132 2.1081 0.01
O -3.8060 1.4856 1.5230 -0.02
H -1.7900 -1.6011 -5.6809 0.02
H -2.1906 -3.0285 -5.3724 0.05
O -1.4751 -2.3706 -5.2153 -0.07
```

=====

Version 2
Formula: C2H10O2S2
Source: the Open Molecules 2025 dataset
Level of theory: ωB97M-V/def2-TZVPD

Output
- multiplicity = 1
- HOMO energy (eV) = -9.06
- total charge = 0
- structure (SMILES) = CCSS.O.O
- orbital gap (hartree) = 0.344

XYZ file:
```
16
Properties=species:S:1:pos:R:3:lowdin_charge:R:1
C -0.6549 -1.3892 -0.3501 -0.20
C 0.3033 -0.7429 -1.3557 -0.61
S -0.5539 0.7537 -1.8942 0.39
S 0.7043 1.3629 -3.3090 0.29
H -0.1281 -1.6676 0.4760 0.02
H -1.5364 -0.8440 -0.1156 0.03
H -1.1923 -2.3509 -0.6175 0.10
H 1.2773 -0.6262 -0.9906 0.04
H 0.2895 -1.5371 -2.2257 0.11
H 1.3776 2.3453 -2.6081 -0.16
H 0.9496 -0.6759 3.0267 0.05
H 1.6365 -1.9191 3.7568 0.02
O 0.8278 -1.5687 3.4121 -0.06
H -1.7587 2.9905 0.5125 0.07
H -0.6501 2.5328 1.3686 0.00
O -0.8916 3.3364 0.9140 -0.10
```

=====

Version 3
Formula: C2H10O2S2
Source: the Open Molecules 2025 dataset
Level of theory: ωB97M-V/def2-TZVPD

Output
- multiplicity = 1
- HOMO energy (eV) = -8.40
- total charge = 0
- orbital gap (hartree) = 0.142

XYZ file:
```
16
Properties=species:S:1:pos:R:3:lowdin_charge:R:1
C -2.0259 -0.3885 -0.4238 -0.52
S -1.8595 0.5701 1.1329 0.67
S 0.9826 -0.8519 -1.5503 0.69
C 1.3846 0.9153 -1.3849 -0.50
H -1.6850 0.1108 -1.3080 0.01
H -3.0933 -0.5076 -0.5544 0.04
H -1.6235 -1.3964 -0.2326 0.01
H 1.3758 1.3978 -2.4481 0.05
H 2.5289 0.9401 -0.7270 0.16
H 0.7915 1.5070 -0.7812 -0.05
H 0.6001 1.8522 2.6793 0.02
H 0.0076 1.0593 1.5635 -0.12
O 0.8753 1.5486 1.8146 -0.14
H 0.9787 -2.7773 1.2221 0.01
H 0.5158 -1.6956 0.1051 -0.15
O 0.2464 -2.2838 0.8926 -0.17
```

=====

Version 4
Formula: C2H10O2S2
Source: the Open Molecules 2025 dataset
Level of theory: ωB97M-V/def2-TZVPD

Output
- multiplicity = 1
- HOMO energy (eV) = -8.35
- total charge = 0
- structure (SMILES) = CSSC.O.O
- orbital gap (hartree) = 0.327

XYZ file:
```
16
Properties=species:S:1:pos:R:3:lowdin_charge:R:1
C -0.4405 1.7991 -1.8362 -0.46
S -0.5779 0.0031 -1.5416 0.43
S -0.2770 -0.1544 0.4819 0.43
C 0.9527 -1.4866 0.6657 -0.45
H -0.3382 2.3173 -0.8910 0.02
H 0.4398 1.9732 -2.4575 0.02
H -1.2854 2.0984 -2.4473 0.02
H 1.9753 -1.1565 0.4766 -0.01
H 0.8944 -1.7488 1.7211 0.03
H 0.7379 -2.3685 0.0701 0.03
H -3.1410 -0.7491 2.7645 0.02
H -2.5852 0.3778 2.0023 -0.02
O -3.4145 0.0944 2.4218 -0.07
H 3.7463 -0.4482 -0.3922 0.02
H 4.3532 0.6194 0.4886 0.05
O 4.0584 -0.3066 0.4983 -0.06
```

=====

Name the least stable of them. version 3.

=====

Version 1
Formula: C7H14N2S
Source: the Open Molecules 2025 dataset
Level of theory: ωB97M-V/def2-TZVPD

Output
- multiplicity = 1
- HOMO energy (eV) = -8.88
- total charge = 0
- orbital gap (hartree) = 0.319

XYZ file:
```
24
Properties=species:S:1:pos:R:3:lowdin_charge:R:1
C -0.2846 2.4034 0.4658 -0.18
C 0.9636 1.3968 0.0339 -0.43
C 1.8339 -0.6699 -0.5686 -0.31
C 2.2044 -2.1834 -0.1037 -0.11
C -0.6320 -0.4150 -0.4119 -0.28
C -1.5881 -0.6888 0.7428 -0.62
C -3.7745 -0.1217 -0.5552 -0.49
H 0.8117 3.4829 0.8745 0.16
H -0.8863 1.4649 1.4885 0.14
H -1.3668 3.1828 -0.6116 0.19
H 1.7526 1.6771 0.9856 0.13
H 1.5740 1.9811 -1.0693 0.18
H 1.8599 -0.5914 -1.7282 0.14
H 2.6701 -0.0576 -0.3097 0.07
H 1.0487 -2.7633 -0.0224 0.11
H 2.9513 -2.8294 -0.8750 0.11
H 2.6627 -2.2528 1.0158 0.09
H -1.0746 0.2793 -1.1085 0.10
H -0.3639 -1.4961 -0.8935 0.15
H -2.1558 0.2876 1.3162 0.10
H -1.2189 -1.2327 1.8104 0.15
N 0.6988 0.0041 -0.0070 -0.27
N -4.6372 0.7375 -0.7738 0.06
S -3.0490 -1.5955 0.3047 0.83
```

=====

Version 2
Formula: C7H14N2S
Source: the Open Molecules 2025 dataset
Level of theory: ωB97M-V/def2-TZVPD

Output
- multiplicity = 1
- HOMO energy (eV) = -8.87
- total charge = 0
- structure (SMILES) = C/C=N\C(C)(C)C.N=C=S
- orbital gap (hartree) = 0.352

XYZ file:
```
24
Properties=species:S:1:pos:R:3:lowdin_charge:R:1
C 1.8179 2.2930 0.1125 -0.08
C 0.5201 1.7966 0.4990 -0.23
C -3.3238 0.2212 0.1918 -0.86
C 1.7387 -0.9983 -0.0880 -0.03
C -0.6093 -1.5857 0.7457 -0.05
C -0.2844 -0.7580 -1.5784 -0.05
C 0.2179 -0.5797 -0.1334 -0.57
N -2.6592 0.7925 0.9953 0.16
N -0.1336 0.7257 0.4228 0.02
S -4.4001 -0.5983 -0.6722 0.62
H 2.2478 2.0064 -0.7817 0.04
H 2.5886 1.9097 0.8700 0.12
H -0.1784 2.4971 1.1285 0.14
H 2.0367 -1.2037 0.9479 0.09
H 1.7992 -1.8808 -0.6210 0.04
H 2.3214 -0.2947 -0.6801 0.07
H -0.1264 -2.5232 0.7095 0.06
H -1.5862 -1.8257 0.5001 0.04
H -0.4491 -1.2519 1.8139 0.11
H 0.3037 -0.4172 -2.5513 0.13
H -0.4819 -1.9182 -1.6967 0.12
H -1.3236 -0.5501 -1.5045 0.02
H 1.6881 3.4151 0.1263 0.10
H -1.7239 0.7282 1.2440 0.00
```

=====

Name the least stable of them. version 1.